Entry 1:
Entry from the Open Molecules 2025 dataset: a structure of composition C43H60N3SbTc (wB97M-V/def2-TZVPD).

**Energy relative to the best compared isomer or geometry (same formula, charge and spin)**: 1.603 eV
**Multiplicity**: 4
**F_max**: 0.940 eV Å⁻¹
**⟨S²⟩**: 3.84
**Charge**: +2

CARTESIAN COORDINATES (ANGSTROEM)
Tc 0.525 0.491 -0.428
C 0.268 -2.716 -3.713
C 0.307 -1.349 -3.035
C -1.080 -0.982 -2.484
C 0.748 -0.218 -3.939
C 0.520 -0.254 -5.303
C 0.864 0.827 -6.100
C 1.350 1.981 -5.518
C 1.562 2.083 -4.144
C 1.929 3.468 -3.623
C 1.367 3.815 -2.242
C 3.438 3.746 -3.710
C 1.324 0.933 -3.373
N 1.697 0.867 -1.997
C 2.964 1.086 -1.663
C 3.273 1.159 -0.321
C 4.478 1.398 0.348
C 4.185 1.375 1.696
C 2.805 1.114 1.845
N 2.237 0.986 0.618
C 2.147 0.858 3.178
C 2.195 -0.670 3.374
C 0.695 1.330 3.219
C 2.933 1.552 4.297
H 0.128 -3.493 -2.961
H 1.199 -2.917 -4.240
H -0.555 -2.789 -4.425
H 1.011 -1.431 -2.192
H -1.773 -0.800 -3.306
H -1.055 -0.044 -1.880
H -1.484 -1.782 -1.864
H 0.084 -1.132 -5.759
H 0.716 0.777 -7.170
H 1.561 2.841 -6.142
H 1.449 4.153 -4.325
H 1.992 3.449 -1.426
H 0.356 3.422 -2.117
H 1.312 4.899 -2.146
H 3.985 3.299 -2.880
H 3.622 4.820 -3.685
H 3.844 3.360 -4.644
H 3.727 1.188 -2.425
H 5.435 1.563 -0.120
H 4.886 1.542 2.494
H 1.602 -1.160 2.598
H 1.798 -0.937 4.354
H 3.221 -1.033 3.312
H 0.102 0.778 2.497
H 0.627 2.397 2.997
H 0.279 1.157 4.211
H 3.900 1.079 4.463
H 2.371 1.492 5.228
H 3.091 2.605 4.062
N -0.895 1.154 0.460
C -1.863 1.926 0.796
C -1.886 3.348 0.421
C -0.725 4.123 0.483
C -0.772 5.457 0.126
C -1.956 6.014 -0.341
C -3.110 5.242 -0.414
C -3.087 3.920 -0.012
C -3.003 1.429 1.585
C -3.360 2.120 2.744
C -4.441 1.689 3.491
C -5.197 0.606 3.060
C -4.856 -0.066 1.893
C -3.744 0.323 1.168
H 0.192 3.674 0.847
H 0.115 6.071 0.205
H -1.982 7.051 -0.646
H -4.027 5.673 -0.790
H -3.981 3.313 -0.071
H -2.773 2.971 3.065
H -4.702 2.203 4.406
H -6.055 0.285 3.634
H -5.471 -0.886 1.548
H -3.469 -0.195 0.257
C -1.821 -4.908 -1.301
C -2.074 -4.184 0.009
C -3.349 -3.356 -0.006
Sb -0.351 -2.916 0.646
C -0.759 -2.823 2.826
C -1.730 -1.696 3.144
C -1.281 -4.163 3.322
C 1.331 -4.366 0.648
C 1.876 -4.627 -0.746
C 2.425 -3.876 1.582
H -2.681 -5.541 -1.534
H -0.950 -5.559 -1.236
H -1.692 -4.219 -2.138
H -2.116 -4.914 0.819
H -3.350 -2.627 -0.821
H -3.496 -2.825 0.936
H -4.211 -4.010 -0.153
H 0.209 -2.612 3.280
H -2.727 -1.917 2.760
H -1.411 -0.740 2.728
H -1.822 -1.587 4.227
H -2.283 -4.362 2.940
H -1.346 -4.135 4.412
H -0.629 -4.995 3.051
H 0.865 -5.271 1.045
H 2.330 -3.727 -1.168
H 1.120 -4.997 -1.437
H 2.658 -5.388 -0.685
H 2.891 -2.964 1.201
H 3.205 -4.637 1.651
H 2.059 -3.687 2.592



Entry 2:
Entry from the Open Molecules 2025 dataset: a cluster of 8 separate species, C43H61Br15ClN3O2 in total at a distorted geometry (wB97M-V/def2-TZVPD).

**F_max**: 4.673 eV Å⁻¹
**DFT total energy**: -1117302.8594 eV

CARTESIAN COORDINATES (ANGSTROEM)
C -1.112 -3.439 4.482
C -1.422 -4.135 3.107
C -1.533 -3.151 1.855
Cl -1.503 -1.390 2.276
C -0.490 -3.587 0.780
C 0.953 -3.269 0.792
C 1.560 -2.380 1.925
C 1.605 -0.818 1.616
C 1.686 -0.442 0.084
C 0.302 -0.365 -0.648
N -0.452 0.893 -0.443
C -1.815 0.731 -0.457
C -2.490 2.004 -0.291
C -1.319 2.920 -0.175
C -0.050 2.231 -0.280
C 1.873 -3.796 -0.288
C 3.436 -3.562 -0.338
N 4.220 -4.800 -0.487
C 4.094 -5.702 0.671
C 1.313 -4.602 -1.404
C 2.148 -5.156 -2.599
C 2.866 -3.994 -3.383
C 2.154 -2.884 -3.993
C 2.931 -1.853 -4.658
C 4.382 -1.917 -4.739
C 5.091 -3.033 -4.120
C 6.661 -3.080 -4.166
C 4.336 -4.070 -3.442
C -0.106 -4.889 -1.400
C -0.975 -4.389 -0.317
C -2.382 -4.929 -0.629
O -3.436 -4.794 -0.072
N -2.332 -5.743 -1.853
Br -3.546 -4.915 -3.039
C -0.984 -5.680 -2.388
O -0.734 -6.222 -3.429
H -0.694 -4.242 5.158
H -0.335 -2.641 4.441
H -2.037 -3.078 5.009
H -0.711 -4.965 2.849
H -2.423 -4.639 3.229
H -2.542 -3.345 1.400
H 2.579 -2.763 2.200
H 0.927 -2.518 2.839
H 2.556 -0.437 2.090
H 0.782 -0.215 2.065
H 2.358 -1.089 -0.530
H 2.130 0.596 0.032
H -0.366 -1.238 -0.445
H 0.527 -0.414 -1.756
H -2.434 -0.177 -0.584
H -3.574 2.221 -0.254
H -1.403 4.024 -0.051
H 0.990 2.595 -0.254
H 3.841 -3.009 0.545
H 3.631 -2.900 -1.227
H 5.194 -4.544 -0.664
H 4.710 -5.368 1.558
H 4.525 -6.694 0.360
H 3.031 -5.877 0.959
H 1.452 -5.638 -3.331
H 2.870 -5.950 -2.273
H 1.047 -2.834 -3.907
H 2.422 -0.976 -5.113
H 4.987 -1.125 -5.234
H 7.035 -4.130 -4.246
H 7.011 -2.691 -3.173
H 7.076 -2.426 -4.972
H 4.858 -4.916 -2.937
Br -4.461 -1.636 -0.691
C -6.266 -1.010 -1.075
C -6.425 0.456 -0.756
Br -6.575 0.740 1.162
H -6.944 -1.647 -0.512
H -6.408 -1.186 -2.142
H -7.354 0.837 -1.180
H -5.595 1.068 -1.104
Br 1.616 4.418 1.738
C 3.464 3.852 1.971
C 4.349 4.386 0.872
Br 4.096 3.392 -0.780
H 3.453 2.766 2.028
H 3.770 4.259 2.935
H 5.400 4.252 1.132
H 4.169 5.433 0.638
Br 6.480 7.056 -1.521
C 4.773 7.948 -1.814
C 4.465 8.920 -0.704
Br 3.866 7.991 0.899
H 4.022 7.168 -1.922
H 4.885 8.473 -2.762
H 3.636 9.570 -0.983
H 5.318 9.530 -0.417
Br 5.742 1.552 4.015
C 5.914 -0.380 3.832
C 6.561 -0.752 2.523
Br 5.307 -0.583 1.042
H 4.918 -0.801 3.953
H 6.539 -0.690 4.669
H 6.857 -1.801 2.527
H 7.424 -0.136 2.279
Br -5.657 3.660 4.592
C -5.496 5.154 3.350
C -6.079 4.813 2.004
Br -4.884 3.659 0.989
H -4.442 5.419 3.308
H -6.053 5.968 3.813
H -6.192 5.712 1.398
H -7.038 4.301 2.069
Br -2.868 -0.495 -3.991
C -4.153 -1.572 -4.977
C -4.898 -0.746 -5.993
Br -6.263 0.356 -5.144
H -4.805 -2.040 -4.242
H -3.558 -2.342 -5.471
H -5.441 -1.389 -6.686
H -4.253 -0.075 -6.556
Br -9.759 7.056 3.046
C -9.085 7.039 4.874
C -8.502 8.375 5.257
Br -6.743 8.632 4.462
H -8.369 6.223 4.940
H -9.951 6.808 5.493
H -8.339 8.426 6.333
H -9.116 9.218 4.947



Entry 3:
Entry from the Open Molecules 2025 dataset: a structure of composition C43H62GeILaN5OP3S5 at a distorted geometry (wB97M-V/def2-TZVPD).

**Energy relative to the best compared isomer or geometry (same formula, charge and spin)**: 0.877 eV
**Multiplicity**: 2
**F_max**: 3.468 eV Å⁻¹
**⟨S²⟩**: 0.76
**Charge**: -1

CARTESIAN COORDINATES (ANGSTROEM)
La 1.553 3.945 1.055
C 2.310 -3.650 2.485
C 3.078 -2.327 2.933
C 4.310 -2.015 2.100
P 2.006 -0.815 2.934
C 0.221 -0.876 2.375
N -0.051 -1.509 1.003
Ge 0.221 -0.361 -0.511
N -1.667 -0.372 -1.538
C -2.545 0.770 -1.294
P -3.837 0.450 0.122
C -4.626 -1.171 -0.235
C -5.667 -1.550 0.844
C -5.199 -1.227 -1.707
C -5.144 1.744 -0.390
C -4.538 2.883 -1.241
C -5.812 2.376 0.854
C -1.773 -1.125 -2.679
C -2.525 -0.744 -3.871
C -2.474 -1.510 -4.996
C -1.714 -2.655 -5.064
C -0.966 -3.117 -3.975
C -1.069 -2.329 -2.797
N -0.280 -2.626 -1.580
C -1.055 -3.228 -0.462
C -1.940 -4.325 -0.631
C -2.705 -4.779 0.450
C -2.585 -4.191 1.713
C -1.551 -3.261 1.920
C -0.800 -2.723 0.838
C 1.056 -3.064 -1.799
C 1.406 -4.402 -1.884
C 2.768 -4.741 -1.656
C 3.735 -3.736 -1.591
C 3.400 -2.479 -1.941
C 2.028 -2.041 -1.834
N 1.700 -0.644 -1.727
C 2.833 0.279 -1.845
P 2.853 2.188 -1.440
C 2.119 3.003 -2.876
C 2.440 2.209 -4.169
C 0.628 3.387 -2.799
C 4.646 2.594 -1.656
C 5.486 1.624 -2.500
C 5.324 2.968 -0.312
C 1.916 -0.260 4.698
C 1.468 -1.383 5.669
C 1.221 1.072 4.821
H 3.005 -4.415 2.815
H 2.178 -3.666 1.404
H 1.382 -3.750 3.044
H 3.417 -2.467 3.973
H 4.081 -2.029 1.015
H 5.119 -2.745 2.341
H 4.676 -1.009 2.317
H -0.047 0.217 2.284
H -0.418 -1.372 3.191
H -2.884 1.245 -2.201
H -1.986 1.609 -0.858
H -3.802 -1.935 -0.174
H -6.567 -1.013 0.604
H -5.269 -1.359 1.833
H -5.946 -2.553 0.808
H -6.240 -0.844 -1.742
H -5.176 -2.243 -2.013
H -4.599 -0.582 -2.398
H -5.936 1.292 -1.025
H -3.693 3.345 -0.744
H -5.291 3.674 -1.295
H -4.340 2.596 -2.339
H -5.052 2.722 1.543
H -6.439 1.677 1.426
H -6.317 3.362 0.655
H -3.094 0.182 -3.879
H -3.079 -1.283 -5.872
H -1.741 -3.174 -6.022
H -0.325 -3.966 -4.134
H -2.298 -4.574 -1.634
H -3.440 -5.585 0.375
H -3.228 -4.524 2.513
H -1.176 -3.032 2.916
H 0.647 -5.220 -2.067
H 3.060 -5.789 -1.624
H 4.780 -3.927 -1.413
H 4.234 -1.774 -2.185
H 3.247 0.185 -2.895
H 3.652 -0.117 -1.159
H 2.657 3.983 -3.010
H 1.714 1.340 -4.189
H 3.469 1.976 -4.221
H 2.180 2.832 -5.027
H 0.100 2.462 -2.559
H 0.239 3.774 -3.720
H 0.399 4.115 -2.034
H 4.609 3.559 -2.165
H 5.716 0.705 -1.969
H 6.373 2.182 -2.845
H 4.870 1.301 -3.412
H 5.185 2.228 0.433
H 4.954 3.920 0.134
H 6.426 3.007 -0.438
H 3.012 -0.101 4.853
H 0.690 -0.891 6.341
H 2.367 -1.708 6.210
H 1.014 -2.185 5.121
H 0.236 1.007 4.339
H 1.685 1.823 4.225
H 1.055 1.332 5.838
S -4.014 5.399 5.517
C -2.628 4.897 4.797
S -2.728 3.476 3.678
C -1.054 3.411 3.291
C -0.250 4.373 3.925
S 1.485 4.587 3.810
S -1.085 5.585 4.868
S -0.681 2.364 1.893
O -0.392 5.392 0.571
H -1.281 5.217 0.995
H -0.416 6.327 0.252
I 2.686 6.501 -0.573
N 3.340 0.728 2.176
C 2.768 1.664 1.692



Entry 4:
Entry from the Open Molecules 2025 dataset: a structure of composition C43H62N6O2P2PdS4 (wB97M-V/def2-TZVPD).

**Energy relative to the best compared isomer or geometry (same formula, charge and spin)**: 0.397 eV
**Multiplicity**: 5
**F_max**: 0.376 eV Å⁻¹
**⟨S²⟩**: 6.04
**Charge**: +2

CARTESIAN COORDINATES (ANGSTROEM)
Pd 0.280 0.057 -0.333
O -0.407 0.506 1.835
N -0.428 -0.287 2.755
N -0.267 -1.596 2.343
O -0.160 -1.890 1.145
C -0.209 -2.577 3.377
C -0.758 -2.307 4.625
C -0.682 -3.293 5.594
C -0.068 -4.507 5.313
C 0.477 -4.751 4.058
C 0.410 -3.784 3.072
H -1.239 -1.363 4.828
H -1.110 -3.114 6.570
H -0.013 -5.268 6.079
H 0.961 -5.695 3.850
H 0.836 -3.942 2.091
C -1.409 0.571 -4.030
N -2.090 -0.657 -3.666
C -2.482 -0.977 -2.431
S -2.147 0.022 -1.080
N -3.232 -2.067 -2.283
C -3.778 -2.536 -1.019
H -1.034 0.456 -5.044
H -0.569 0.747 -3.361
H -2.091 1.423 -3.993
H -2.361 -1.268 -4.423
H -3.478 -2.583 -3.114
H -3.001 -2.547 -0.258
H -4.149 -3.546 -1.171
H -4.596 -1.898 -0.684
C 2.537 4.802 2.807
C 3.401 3.834 1.985
C 2.541 2.834 1.198
C 1.230 3.495 0.770
C 0.367 3.773 2.014
C 1.240 4.126 3.232
P 0.386 2.557 -0.571
C 1.256 2.987 -2.153
C 2.345 1.967 -2.519
C 3.214 2.510 -3.648
C 4.049 3.703 -3.161
C 3.320 4.472 -2.051
C 1.810 4.431 -2.269
C -1.287 3.284 -0.814
C -1.277 4.792 -1.151
C -2.672 5.409 -0.960
C -3.758 4.392 -1.286
C -3.727 3.238 -0.269
C -2.316 3.021 0.295
H 2.301 5.691 2.213
H 3.091 5.158 3.675
H 4.075 3.290 2.652
H 4.035 4.398 1.297
H 2.298 1.957 1.805
H 3.093 2.463 0.330
H 1.489 4.453 0.306
H -0.244 2.901 2.253
H -0.317 4.595 1.802
H 1.473 3.221 3.798
H 0.674 4.770 3.906
H 0.451 2.877 -2.891
H 1.879 1.025 -2.812
H 2.973 1.749 -1.648
H 2.566 2.815 -4.475
H 3.859 1.726 -4.048
H 4.255 4.371 -3.998
H 5.020 3.361 -2.795
H 3.662 5.507 -2.021
H 3.558 4.045 -1.073
H 1.589 4.801 -3.274
H 1.307 5.118 -1.594
H -1.632 2.734 -1.697
H -0.959 4.925 -2.188
H -0.559 5.329 -0.528
H -2.761 6.300 -1.581
H -2.794 5.741 0.074
H -3.598 4.010 -2.299
H -4.740 4.863 -1.292
H -4.078 2.317 -0.738
H -4.408 3.452 0.557
H -2.227 2.019 0.719
H -2.141 3.714 1.115
S -0.258 -3.856 -1.149
P 0.698 -3.204 -2.811
S 1.168 -1.309 -2.380
C 2.186 -4.163 -3.083
C 2.216 -5.164 -4.050
C 3.357 -5.940 -4.196
C 4.455 -5.719 -3.380
C 4.420 -4.726 -2.408
C 3.289 -3.945 -2.255
C -0.330 -3.369 -4.276
C 0.037 -2.665 -5.422
C -0.736 -2.763 -6.567
C -1.870 -3.567 -6.573
C -2.224 -4.287 -5.439
C -1.452 -4.191 -4.288
H 1.363 -5.337 -4.693
H 3.386 -6.715 -4.949
H 5.343 -6.325 -3.499
H 5.277 -4.567 -1.768
H 3.245 -3.176 -1.492
H 0.917 -2.031 -5.413
H -0.453 -2.219 -7.458
H -2.470 -3.645 -7.469
H -3.093 -4.932 -5.456
H -1.727 -4.749 -3.401
C 4.811 -0.573 -1.556
N 4.941 0.127 -0.287
C 6.059 0.845 0.099
C 5.861 1.244 1.374
N 4.624 0.765 1.740
C 4.055 0.084 0.725
S 2.548 -0.715 0.817
H 5.201 0.060 -2.350
H 3.761 -0.789 -1.733
H 5.375 -1.505 -1.522
H 6.890 0.997 -0.564
H 6.480 1.818 2.037
H 4.173 0.877 2.633



What is the F_max in the fourth record?
0.376 eV Å⁻¹



Which of these has the highest F_max?
C43H61Br15ClN3O2



F_max of number 3 (C43H62GeILaN5OP3S5)?
3.468 eV Å⁻¹